The following is a DFT calculation (ωB97M-V with the def2-TZVPD basis set) of 2 unconnected molecules or ions with the total composition C27H53BF3N4O7 at a distorted geometry.

Structure (XYZ):
```
95
C27H53BF3N4O7 | the Open Molecules 2025 dataset | ωB97M-V with the def2-TZVPD basis set
O 1.5184 6.5209 -0.5205
C 3.8241 -1.5378 0.0764
N -1.5345 -3.4887 -2.8882
C -3.0719 0.9412 -2.5576
H -4.0613 1.3457 -2.3430
O 1.3091 4.2294 -3.8977
H 2.1592 6.0671 0.0517
C -1.9246 -2.6141 -2.0882
C -2.0693 2.0560 -2.1983
C -2.8151 0.8450 5.7141
H -0.8463 -7.7399 -1.1159
H 2.2697 1.0272 -3.1159
H 1.9991 -5.8492 2.7766
H -0.8963 2.4015 4.0697
H -2.2543 -0.3581 3.9345
C 0.2283 -7.7805 0.7606
O 1.2899 -7.1438 1.4287
N -2.1633 -1.3229 -2.6122
H -1.2336 3.0006 1.0806
H -2.8653 1.9095 -0.1662
H 3.8887 -1.5075 -3.3941
C 0.1053 3.8058 -0.2973
H 4.7258 -0.3748 -2.3773
O 1.7897 4.1005 1.4821
H -1.3492 5.0988 0.7362
H 0.5451 5.5337 -2.5769
H -0.5843 4.2933 -3.1606
H -3.0652 0.6924 -3.6174
H -1.2568 5.2782 -0.9904
O -0.1757 7.4087 0.9091
C 1.7816 0.0993 -2.8273
H 3.4726 -2.4325 0.5823
H -2.3290 2.8944 -2.8441
H -3.4125 1.7513 5.7441
C 1.1537 3.4173 0.7514
C -0.2916 -7.0483 -0.4740
N 1.2072 2.0485 0.6452
H -0.5870 -8.0315 1.4465
H 0.2651 7.3864 1.7684
H -1.3960 -4.3550 -2.3749
C -0.9193 2.6810 0.0845
F 0.9265 -3.6579 2.4298
C 0.6590 -4.7237 1.6343
O 0.0600 -6.3631 3.2351
H -2.6965 3.5153 -0.7662
H -2.9047 -2.6142 -0.2801
H 3.5237 -0.6839 0.6752
C 0.4275 4.4801 -2.7925
F 1.4385 -4.5375 0.5219
H 0.6467 -8.7345 0.4200
H -2.9198 1.2203 3.6178
H -1.2350 -2.7269 -0.1708
C -2.2509 0.6712 4.2844
C 3.1785 -1.4726 -1.3347
C -0.7994 0.7540 1.6202
H 2.6188 -2.3858 -1.5375
C 0.9773 -6.0602 2.3739
C 1.0739 -0.4864 -0.4459
C 0.8347 3.5711 -1.6495
H -1.9913 0.9262 6.4139
C -0.8702 1.3129 4.1493
C -2.1986 2.5504 -0.7391
H 1.8970 3.7434 -1.4811
H -0.9759 -6.2464 -0.2068
H 0.5310 -6.6158 -1.0458
H 0.1960 -0.2555 3.2276
H -0.9405 -0.2823 1.3486
C 2.2418 -0.2542 -1.4070
H -1.8024 1.1406 1.7559
F -0.6134 -4.5767 1.2187
O -0.0026 0.4257 -0.6047
H 2.8161 0.5792 -1.0011
N -2.0568 -2.9556 -0.7107
H 1.2244 3.3060 -4.1644
H 0.8960 1.3109 2.9546
H -0.3020 1.0583 5.0431
H -3.4744 0.0107 5.9319
B 0.2801 6.3806 0.0866
H 0.7117 0.2928 -2.8960
C -2.9331 -0.3767 -1.7929
H 4.9039 -1.5513 -0.0039
H -1.2890 -0.8819 -2.8736
C -0.0464 0.7648 2.9672
H 1.4219 -0.5541 0.5834
C 4.2781 -1.3686 -2.3899
H -3.9391 -0.7811 -1.6622
C -0.0686 1.4311 0.4049
H -1.0663 1.7563 -2.4763
H 0.6676 -1.4789 -0.6654
H 5.0593 -2.1095 -2.2403
H 2.0091 -0.6678 -3.5562
H 0.7413 2.5356 -1.9586
C -0.6499 5.1148 -0.0944
H -2.5214 -0.2739 -0.7902
H 1.8781 1.5755 1.2354
```

Charge: -1
LUMO energy in eV: 1.76
HOMO-LUMO gap in eV: 5.674
F_max in eV/Å: 2.9

---

The following is a DFT calculation (ωB97M-V with the def2-TZVPD basis set) of 2 unconnected molecules or ions with the total composition C2H7N4O at a distorted geometry.

Structure (XYZ):
```
14
C2H7N4O | the Open Molecules 2025 dataset | ωB97M-V with the def2-TZVPD basis set
C -2.6114 -0.3321 0.0194
H 2.7721 -0.6561 -0.5697
H 3.0454 -0.4742 1.0256
H 1.5088 -0.1674 0.5079
N -0.4822 -0.0615 -0.1206
N -1.4256 -0.8887 -0.1595
H -3.7127 -1.8072 0.0343
H 2.7022 0.8375 0.5068
N 2.5389 -0.1502 0.2618
H -2.8066 1.7360 -0.7827
N -3.7343 -0.8370 0.1357
H -2.6254 1.5699 0.9936
O -0.9212 1.1764 0.0158
C -2.3402 1.2288 0.0488
```

Energy above the lowest of the compared OMol25 structures with the same formula, charge and spin in eV: 4.062
Charge: +1
LUMO energy in eV: -4.21
HOMO-LUMO gap in eV: 9.682
F_max in eV/Å: 5.5